A) The following is a quantum chemistry calculation of 2 unconnected molecules or ions with the total composition C10H16, from the OMol25 dataset.

Last columns: bonded neighbours and bond lengths (Å).
CARTESIAN COORDINATES (ANGSTROEM)
1 C 2.12 2.32 0.49  C2 1.528, C3 1.543, H4 1.088, H5 1.096
2 C 2.21 3.25 -0.72  C1 1.528, H6 1.086, H8 1.090, H9 1.095
3 C 2.57 3.00 1.80  C1 1.543, H7 1.097, H10 1.091, H11 1.092
4 H 1.12 1.91 0.65  C1 1.088
5 H 2.82 1.47 0.39  C1 1.096
6 H 3.24 3.29 -1.08  C2 1.086
7 H 3.60 3.38 1.68  C3 1.097
8 H 1.84 4.23 -0.44  C2 1.090
9 H 1.55 2.90 -1.51  C2 1.095
10 H 2.00 3.90 2.00  C3 1.091
11 H 2.57 2.28 2.62  C3 1.092
12 C -3.51 -2.74 -1.56  C18 1.523, H24 1.095, H25 1.095, H26 1.093
13 C 0.03 -1.59 0.65  C14 1.370, C15 1.427, H19 1.090
14 C -0.60 -0.69 -0.17  C13 1.370, C16 1.432, H20 1.085
15 C -0.54 -2.88 0.86  C13 1.427, C17 1.430, H21 1.085
16 C -1.82 -0.98 -0.87  C14 1.432, C18 1.430, H22 1.082
17 C -1.70 -3.22 0.10  C15 1.430, C18 1.373, H23 1.089
18 C -2.34 -2.30 -0.69  C12 1.523, C16 1.430, C17 1.373
19 H 0.97 -1.29 1.12  C13 1.090
20 H -0.12 0.28 -0.28  C14 1.085
21 H -0.15 -3.55 1.62  C15 1.085
22 H -2.26 -0.24 -1.52  C16 1.082
23 H -2.11 -4.23 0.14  C17 1.089
24 H -4.08 -1.87 -1.89  C12 1.095
25 H -4.20 -3.34 -0.95  C12 1.095
26 H -3.20 -3.29 -2.45  C12 1.093

Output
**HOMO energy (alpha / beta)**: 1.0 / -3.2 eV
**M**: 136.24 g mol⁻¹
**Charge**: -1
**Multiplicity**: 2
**<S²>**: 0.761

***

B) The following is a quantum chemistry calculation of 2 unconnected molecules or ions with the total composition C10H16, from the OMol25 dataset.

Last columns: bonded neighbours and bond lengths (Å).
CARTESIAN COORDINATES (ANGSTROEM)
1 C -1.38 2.03 0.00  C2 1.543, H3 1.086, H4 1.085, H5 1.109
2 C -2.57 1.82 -0.97  C1 1.543, H6 1.090, H7 1.090, H8 1.092
3 H -1.22 3.09 0.20  C1 1.086
4 H -1.40 1.51 0.94  C1 1.085
5 H -0.52 1.71 -0.63  C1 1.109
6 H -3.52 1.90 -0.43  C2 1.090
7 H -2.51 0.82 -1.40  C2 1.090
8 H -2.61 2.51 -1.81  C2 1.092
9 C -0.16 -2.31 0.04  C10 1.532, C11 1.532, H17 1.095, H18 1.086
10 C -0.94 -2.22 1.36  C9 1.532, H19 1.085, H25 1.113, H26 1.086
11 C 0.89 -1.21 -0.15  C9 1.532, C12 1.450, C13 1.367
12 C 1.71 -0.87 0.99  C11 1.450, C14 1.401, H20 1.085
13 C 0.87 -0.33 -1.20  C11 1.367, C15 1.448, H21 1.089
14 C 2.58 0.22 0.91  C12 1.401, C16 1.379, H22 1.094
15 C 1.70 0.86 -1.23  C13 1.448, C16 1.431, H23 1.086
16 C 2.59 1.12 -0.14  C14 1.379, C15 1.431, H24 1.082
17 H 0.32 -3.29 -0.03  C9 1.095
18 H -0.86 -2.22 -0.79  C9 1.086
19 H -0.36 -2.08 2.27  C10 1.085
20 H 1.84 -1.57 1.81  C12 1.085
21 H 0.22 -0.41 -2.06  C13 1.089
22 H 3.35 0.38 1.67  C14 1.094
23 H 1.73 1.43 -2.16  C15 1.086
24 H 3.25 1.98 -0.13  C16 1.082
25 H -1.18 -3.27 1.63  C10 1.113
26 H -1.82 -1.60 1.31  C10 1.086

Output
**HOMO energy (alpha / beta)**: 0.8 / -3.2 eV
**M**: 136.24 g mol⁻¹
**Charge**: -1
**Multiplicity**: 2
**<S²>**: 0.761

***

C) The following is a quantum chemistry calculation of 2 unconnected molecules or ions with the total composition C10H16, from the OMol25 dataset.

Last columns: bonded neighbours and bond lengths (Å).
CARTESIAN COORDINATES (ANGSTROEM)
1 C 2.74 -0.22 -1.62  C2 1.486, C3 1.610, H4 1.016, H5 1.138
2 C 2.31 1.17 -1.93  C1 1.486, H6 1.111, H8 1.072, H9 1.085
3 C 2.15 -0.72 -0.21  C1 1.610, H7 1.120, H10 1.126, H11 1.191
4 H 2.26 -0.77 -2.32  C1 1.016
5 H 3.83 -0.54 -1.64  C1 1.138
6 H 2.63 1.96 -1.21  C2 1.111
7 H 1.10 -1.09 -0.19  C3 1.120
8 H 1.28 1.43 -2.09  C2 1.072
9 H 2.71 1.36 -2.92  C2 1.085
10 H 2.86 -1.40 0.33  C3 1.126
11 H 2.08 0.26 0.47  C3 1.191
12 C -2.31 0.58 -1.14  C16 1.496, H23 1.072, H24 1.155, H26 1.097
13 C -1.21 -1.70 1.88  C14 1.469, C15 1.430, H19 1.090
14 C -1.51 -1.17 0.54  C13 1.469, C16 1.340, H20 1.144
15 C -1.37 -0.73 2.92  C13 1.430, C17 1.425, H21 1.247
16 C -1.85 0.07 0.19  C12 1.496, C14 1.340, C18 1.444
17 C -1.58 0.64 2.58  C15 1.425, C18 1.431, H22 1.149
18 C -1.78 1.07 1.23  C16 1.444, C17 1.431, H25 1.107
19 H -1.07 -2.77 2.00  C13 1.090
20 H -1.26 -1.83 -0.36  C14 1.144
21 H -1.02 -0.97 4.09  C15 1.247
22 H -1.56 1.43 3.41  C17 1.149
23 H -1.84 1.44 -1.59  C12 1.072
24 H -3.46 0.58 -1.19  C12 1.155
25 H -1.85 2.05 0.73  C18 1.107
26 H -2.28 -0.15 -1.96  C12 1.097

Output
**HOMO energy (alpha / beta)**: 0.7 / -3.3 eV
**M**: 136.24 g mol⁻¹
**Charge**: -1
**Multiplicity**: 2
**<S²>**: 0.762

***

A) is the most stable structure; the next one sits 31.0 kJ/mol above it.